[1]
Entry from the Open Molecules 2025 dataset: C3N3P in the gas phase (ωB97M-V with the def2-TZVPD basis set).

Computed properties:
- E_tot: -16867.417 eV
- Charge: 0
- Relative energy (zero: lowest compared OMol25 entry of this formula, charge and spin): 0.0 kJ/mol

The geometry in XYZ format:
```
7
Properties=species:S:1:pos:R:3:forces:R:3
N -1.628 -0.217 2.017 -2.70 1.20 5.45
C -1.195 -0.404 1.016 2.98 -1.67 -5.77
P -0.165 -1.076 -0.333 -0.43 0.90 0.29
C -0.255 0.367 -1.395 -0.69 -2.11 1.04
N -0.273 1.256 -2.092 -0.08 1.95 -1.62
C 1.301 -0.287 0.284 0.13 -0.46 0.26
N 2.216 0.361 0.502 0.79 0.20 0.35
```
Forces are in eV/Å.

How positive or negative is each atom? The natural (NBO) charges in e answer that: -0.221 -0.059 0.871 -0.081 -0.213 -0.096 -0.200

---

[2]
Entry from the Open Molecules 2025 dataset: C3O2 in the gas phase (ωB97M-V with the def2-TZVPD basis set).

Computed properties:
- E_tot: -7199.942 eV
- Charge: 0
- Relative energy (zero: lowest compared OMol25 entry of this formula, charge and spin): 404.0 kJ/mol

The geometry in XYZ format:
```
5
Properties=species:S:1:pos:R:3:forces:R:3
C 0.571 -1.601 -0.245 -0.36 0.72 1.97
C -0.152 -0.382 -0.339 -0.66 2.39 0.27
O 0.148 -1.029 0.928 0.96 -2.63 -0.87
C -0.198 0.933 -0.196 0.06 0.30 -1.61
O -0.369 2.079 -0.147 0.00 -0.78 0.24
```
Forces are in eV/Å.

How positive or negative is each atom? The natural (NBO) charges in e answer that: 0.399 -0.303 -0.417 0.717 -0.397

---

[3]
Entry from the Open Molecules 2025 dataset: a molecular structure, C3OYb (ωB97M-V with the def2-TZVPD basis set).

Computed properties:
- E_tot: -36662.072 eV
- Charge: +2

The geometry in XYZ format:
```
5
Properties=species:S:1:pos:R:3:forces:R:3
C 0.568 1.401 -1.248 0.31 0.40 -0.67
C 0.244 0.162 -0.390 -1.08 -1.23 1.53
O 0.662 0.261 -1.737 0.16 0.39 -0.12
C -0.271 -0.403 0.600 0.37 0.19 -0.22
Yb -1.203 -1.421 2.775 0.23 0.25 -0.53
```
Forces are in eV/Å.

How positive or negative is each atom? The natural (NBO) charges in e answer that: 0.706 -0.129 -0.255 -0.262 1.941

---

For reference, maximum force by record: 0.130, 0.057, 0.044 Eh/bohr.